Density functional theory data (the ωB97M-V functional and the def2-TZVPD basis) for a molecular structure, C29H46N2O2P2Sn.

As for the energy above the lowest of the compared OMol25 structures with the same formula, charge and spin: 0.000 eV. As for the spin multiplicity: 1. As for the LUMO energy: 0.74 eV. The total energy is -2289.718992 Eh. The value obtained for the orbital gap is 7.41 eV.

Last column: Löwdin charge in e.
Element x y z (Å)
Sn  1.00  -0.65  1.29  1.0861
C  2.48  4.31  0.92  -0.1157
C  2.68  2.80  1.12  -0.5345
C  2.45  2.44  2.58  -0.1478
P  1.64  1.72  0.03  1.0146
C  2.51  1.63  -1.60  -0.5267
C  3.20  2.89  -2.12  -0.1075
C  1.57  1.04  -2.65  -0.1062
C  0.04  2.50  -0.21  -0.2996
C  -0.13  3.68  -0.95  -0.0729
C  -1.37  4.22  -1.21  -0.2889
C  -1.52  5.51  -1.97  -0.0596
C  -2.48  3.52  -0.73  -0.0426
C  -2.35  2.36  -0.01  -0.0215
C  -1.08  1.80  0.29  -0.3145
N  -0.94  0.62  0.96  -0.1727
C  -2.02  0.00  1.58  -0.3665
C  -2.84  0.62  2.53  -0.0255
C  -3.86  -0.07  3.14  -0.0379
C  -4.10  -1.41  2.86  -0.2775
C  -5.20  -2.17  3.56  -0.0551
C  -3.29  -2.04  1.93  -0.0452
C  -2.26  -1.35  1.28  -0.2987
P  -1.02  -2.02  0.14  1.0131
C  -1.05  -3.86  0.15  -0.5252
C  -0.72  -4.36  1.56  -0.1139
C  -2.27  -4.55  -0.45  -0.0997
C  -1.48  -1.40  -1.54  -0.5137
C  -0.64  -2.11  -2.60  -0.1093
C  -2.97  -1.42  -1.86  -0.0917
H  3.15  4.85  1.59  0.0801
H  1.46  4.59  1.17  0.0793
H  2.68  4.63  -0.10  0.0539
H  3.71  2.54  0.85  0.1070
H  1.39  2.56  2.85  0.0812
H  3.03  3.09  3.23  0.0776
H  2.73  1.40  2.80  0.0328
H  3.28  0.87  -1.40  0.0852
H  2.47  3.65  -2.41  0.0659
H  3.78  2.64  -3.01  0.0803
H  3.88  3.33  -1.39  0.0618
H  0.75  1.73  -2.86  0.0778
H  1.15  0.09  -2.30  0.0422
H  2.11  0.86  -3.57  0.0849
H  0.75  4.19  -1.32  0.0891
H  -0.62  5.75  -2.53  0.0719
H  -1.72  6.35  -1.30  0.0780
H  -2.35  5.46  -2.68  0.0747
H  -3.47  3.90  -0.94  0.1136
H  -3.25  1.85  0.32  0.1029
H  -2.66  1.66  2.78  0.1196
H  -4.48  0.44  3.87  0.1109
H  -5.93  -1.50  3.99  0.0729
H  -4.79  -2.79  4.37  0.0816
H  -5.72  -2.84  2.87  0.0767
H  -3.46  -3.08  1.71  0.0937
H  -0.18  -4.09  -0.47  0.0961
H  -1.51  -4.13  2.27  0.0658
H  0.21  -3.92  1.91  0.0551
H  -0.59  -5.44  1.53  0.0829
H  -3.21  -4.21  -0.02  0.0620
H  -2.20  -5.63  -0.28  0.0794
H  -2.34  -4.40  -1.53  0.0554
H  -1.16  -0.35  -1.50  0.0889
H  -0.97  -3.13  -2.76  0.0687
H  0.42  -2.13  -2.32  0.0599
H  -0.72  -1.58  -3.55  0.0840
H  -3.36  -2.43  -1.94  0.0633
H  -3.15  -0.92  -2.82  0.0817
H  -3.55  -0.89  -1.10  0.0705
N  4.98  -1.24  0.67  0.0096
C  5.05  -2.58  0.07  -0.2750
C  3.93  -2.77  -0.95  -0.1099
C  2.60  -2.46  -0.29  -0.7098
O  2.06  -3.28  0.44  -0.0348
O  2.14  -1.26  -0.49  -0.3114
H  4.97  -0.54  -0.06  0.0602
H  5.79  -1.07  1.25  0.0675
H  4.91  -3.31  0.87  0.1143
H  6.01  -2.79  -0.41  0.1047
H  3.92  -3.80  -1.30  0.1182
H  4.08  -2.11  -1.81  0.1135

***

Density functional theory data (the ωB97M-V functional and the def2-TZVPD basis) for 3 unconnected molecules or ions with the total composition C23H51B2BrCl2N5O4P2.

Its charge is +1. As for the spin multiplicity: 1. As for the LUMO energy: -4.42 eV. The total energy is -5708.440044 Eh. The value obtained for the orbital gap is 5.39 eV.

Last column: Löwdin charge in e.
Element x y z (Å)
C  2.11  1.39  1.70  -0.1078
C  1.48  2.13  0.52  -0.2337
N  0.20  2.78  0.90  -0.0140
C  -0.82  1.96  1.22  -0.1910
P  -0.71  0.09  1.11  0.8657
N  0.38  -0.54  0.18  -0.2627
C  -2.03  2.50  1.67  0.0055
B  -3.26  1.58  2.13  -0.6858
O  -3.55  1.52  3.45  0.2204
O  -3.99  0.82  1.25  0.0199
C  -4.43  1.43  0.03  -0.0166
C  -2.19  3.90  1.74  0.0409
B  -3.57  4.54  2.23  -0.6090
N  -4.38  5.29  1.29  0.2037
O  -3.98  4.45  3.52  0.1984
C  -1.11  4.71  1.36  -0.1882
C  -1.34  6.20  1.42  -0.7203
Cl  -1.18  6.90  -0.22  0.7003
C  -0.51  6.99  2.45  -0.7496
C  -0.35  6.23  3.75  -0.1071
Cl  -1.48  8.47  2.83  0.6614
C  0.10  4.12  0.96  -0.2462
P  1.49  5.34  0.55  0.6378
O  1.87  4.79  -0.93  -0.3338
Br  3.14  4.63  1.90  0.4198
H  2.16  0.32  1.51  0.0480
H  3.12  1.75  1.84  0.0428
H  1.60  1.61  2.63  0.0833
H  2.19  2.84  0.15  0.0355
H  1.28  1.45  -0.30  0.0959
H  -1.99  -0.32  0.75  0.0438
H  -0.53  -0.23  2.47  0.0443
H  -0.06  -1.13  -0.51  -0.0191
H  -4.50  1.36  3.55  0.1392
H  -3.76  1.18  -0.79  0.1004
H  -5.41  1.05  -0.19  0.1035
H  -4.48  2.52  0.10  0.0773
H  -4.94  4.72  0.67  0.0857
H  -5.04  5.86  1.82  0.1019
H  -3.25  4.35  4.14  0.1164
H  -2.37  6.40  1.68  0.0449
H  0.42  7.34  2.04  0.0566
H  -1.31  5.92  4.14  0.0777
H  0.31  5.38  3.63  0.0695
H  0.09  6.89  4.49  0.0857
H  2.82  4.67  -1.04  0.0674
C  4.79  -3.78  -3.48  -0.0863
C  4.82  -2.35  -2.97  -0.2689
N  3.54  -1.91  -2.44  -0.1937
C  3.45  -0.48  -2.21  -0.2536
C  4.34  0.14  -1.13  -0.0786
C  2.96  -2.73  -1.40  -0.2558
C  3.77  -2.96  -0.12  -0.0655
H  4.00  -3.91  -4.21  0.0803
H  5.75  -4.02  -3.96  0.0751
H  4.65  -4.50  -2.68  0.0659
H  5.08  -1.69  -3.80  0.1182
H  5.64  -2.25  -2.23  0.1044
H  2.41  -0.25  -1.97  0.0938
H  3.66  0.03  -3.15  0.1120
H  3.99  -0.12  -0.13  0.0396
H  4.30  1.23  -1.21  0.0632
H  5.39  -0.14  -1.21  0.0727
H  2.72  -3.70  -1.83  0.0946
H  1.99  -2.31  -1.12  0.0809
H  4.81  -3.21  -0.33  0.0710
H  3.35  -3.80  0.44  0.0670
H  3.75  -2.10  0.55  0.0508
C  0.31  -4.84  0.11  -0.0900
C  -1.04  -5.47  -0.19  -0.2685
N  -1.98  -4.53  -0.79  -0.2025
C  -3.35  -5.02  -0.83  -0.2534
C  -3.65  -6.25  -1.68  -0.0819
C  -1.51  -3.86  -1.99  -0.2543
C  -1.08  -4.73  -3.18  -0.0730
H  0.19  -3.94  0.72  0.0741
H  0.94  -5.54  0.65  0.0791
H  0.84  -4.56  -0.81  0.0431
H  -1.48  -5.82  0.75  0.1190
H  -0.89  -6.36  -0.81  0.1055
H  -4.00  -4.20  -1.14  0.1080
H  -3.64  -5.24  0.21  0.1086
H  -3.65  -6.02  -2.75  0.0566
H  -4.65  -6.63  -1.44  0.0725
H  -2.94  -7.06  -1.51  0.0684
H  -0.66  -3.23  -1.72  0.0796
H  -2.28  -3.16  -2.32  0.1115
H  -0.45  -5.57  -2.88  0.0701
H  -0.50  -4.13  -3.89  0.0742
H  -1.94  -5.13  -3.73  0.0574

***

Density functional theory data (the ωB97M-V functional and the def2-TZVPD basis) for C20H14FN5 in the gas phase.

As for the energy above the lowest of the compared OMol25 structures with the same formula, charge and spin: 0.000 eV. As for the spin multiplicity: 1. As for the LUMO energy: -0.49 eV. The total energy is -1144.201735 Eh. The value obtained for the orbital gap is 7.41 eV.

Last column: natural (NBO) charge in e.
Element x y z (Å)
C  -6.57  -1.52  -0.35  -0.6231
C  -5.32  -0.74  -0.09  -0.0149
C  -5.38  0.40  0.72  -0.2193
C  -4.27  1.17  1.00  -0.2177
C  -3.06  0.78  0.44  0.1537
N  -1.82  1.34  0.54  -0.4814
C  -1.02  0.58  -0.17  0.3702
C  0.40  0.80  -0.34  -0.2467
C  1.06  -0.15  -1.15  0.2769
N  1.52  -0.93  -1.86  -0.3162
C  1.00  1.89  0.19  -0.0325
C  2.39  2.23  0.10  -0.2302
C  2.91  3.54  0.01  -0.0158
N  4.21  3.54  -0.14  -0.2474
N  4.57  2.26  -0.13  -0.3265
C  3.53  1.41  0.01  0.2368
C  3.71  -0.03  0.15  -0.1171
C  2.96  -0.74  1.09  -0.1709
C  3.13  -2.10  1.24  -0.2623
C  4.06  -2.74  0.44  0.4052
F  4.23  -4.07  0.58  -0.3193
C  4.81  -2.07  -0.50  -0.2664
C  4.64  -0.70  -0.64  -0.1717
N  -1.68  -0.48  -0.75  -0.5273
C  -3.00  -0.37  -0.37  0.0942
C  -4.12  -1.14  -0.65  -0.2383
H  -6.38  -2.38  -0.98  0.2121
H  -7.32  -0.89  -0.83  0.2186
H  -7.00  -1.88  0.59  0.2183
H  -6.34  0.68  1.13  0.2077
H  -4.33  2.05  1.62  0.2215
H  0.36  2.61  0.69  0.2476
H  2.36  4.46  0.03  0.2141
H  5.55  2.01  -0.19  0.4146
H  2.25  -0.21  1.71  0.2273
H  2.56  -2.66  1.96  0.2333
H  5.52  -2.60  -1.11  0.2344
H  5.21  -0.17  -1.38  0.2161
H  -1.27  -1.18  -1.34  0.4317
H  -4.05  -2.02  -1.27  0.2106

***

Density functional theory data (the ωB97M-V functional and the def2-TZVPD basis) for a molecular structure, C14H7BF7IrO2S.

Its charge is +1. As for the energy above the lowest of the compared OMol25 structures with the same formula, charge and spin: 1.778 eV. As for the spin multiplicity: 2. As for the LUMO energy (spin up / spin down): -5.54 / -6.49 eV. The total energy is -1914.389024 Eh. The value obtained for the orbital gap (spin up / spin down) is 6.93 / 5.96 eV.

Last column: Mulliken spin population.
Element x y z (Å)
Ir  0.24  0.79  -1.45  0.4589
C  -3.43  1.97  0.22  -0.0031
C  -2.34  1.00  -0.09  0.0027
O  -1.29  1.56  -0.56  -0.0126
C  -2.46  -0.38  0.17  -0.0225
C  -3.63  -0.90  0.79  -0.0026
C  -3.71  -2.21  1.15  0.0100
C  -2.61  -3.06  0.92  -0.0044
C  -1.47  -2.59  0.31  0.0185
C  -1.38  -1.26  -0.09  0.0076
O  -0.26  -0.90  -0.70  0.1159
H  -3.13  2.97  -0.09  0.0001
H  -3.63  1.98  1.29  0.0001
H  -4.34  1.68  -0.30  -0.0003
H  -4.46  -0.24  0.99  0.0004
H  -4.61  -2.60  1.60  0.0002
H  -2.66  -4.10  1.22  0.0000
H  -0.62  -3.24  0.12  -0.0001
F  -1.62  0.64  -3.64  0.0097
B  -0.35  0.92  -3.41  0.0242
F  0.47  1.19  -4.40  0.0054
F  5.77  -0.92  1.89  0.0002
C  4.89  -0.21  1.22  0.0007
C  5.28  0.51  0.10  -0.0026
F  6.54  0.47  -0.30  -0.0001
C  4.35  1.25  -0.60  -0.0304
F  4.73  1.93  -1.68  -0.0007
C  3.02  1.29  -0.20  0.0571
S  1.88  2.27  -1.14  0.3842
C  2.66  0.58  0.93  -0.0111
F  1.38  0.62  1.36  -0.0034
C  3.57  -0.16  1.64  -0.0019
F  3.20  -0.83  2.73  0.0002

***

Max |F| values, unit eV/Å, following the record order: 0.13, 1.69, 1.18, 2.05.